Below is a cluster of 4 separate species, C20H29F5N6O3PS in total in a non-equilibrium geometry, with properties calculated with ωB97M-V/def2-TZVPD.

The HOMO-LUMO gap is 3.237 eV. For the highest occupied orbital energy, the calculation gives -9.647 eV. As for the charge: +1. As for the electronic energy: -2572.0287 Eh. For the strongest force on any atom, the calculation gives 8.2 eV/Å.

Cartesian coordinates (Å):
C  -1.11855  -0.15245  -1.70509
C  0.09394  -0.97624  -0.96259
F  1.35285  -0.61905  -1.71788
C  0.37454  -0.41843  0.58966
N  0.13783  -1.60721  1.49024
S  0.36405  -1.27432  3.17589
C  2.11244  -0.52534  3.35213
O  -0.59918  -0.19600  3.77224
O  0.34026  -2.59111  4.03852
C  -1.11120  -2.37592  1.16144
N  -2.30593  -2.37476  1.83005
C  -3.54996  -3.18444  1.41311
F  -3.23819  -4.65679  1.39635
F  -4.57151  -3.02715  2.51519
C  -4.25302  -2.64275  0.03484
F  -4.28046  -1.16835  -0.10645
F  -5.66283  -3.18617  0.04978
N  -1.05744  -3.22670  -0.12546
C  -0.02833  -2.60932  -1.04527
P  -0.52647  -3.03759  -2.87575
O  -0.12998  -4.52388  -3.25458
H  -1.37599  0.79829  -1.05185
H  -2.07517  -0.79247  -1.91650
H  -0.69361  0.28118  -2.73151
H  1.49136  -0.00428  0.64569
H  -0.33048  0.47972  0.84550
H  2.02698  0.56642  2.89192
H  2.85105  -1.11667  2.63811
H  2.47663  -0.49173  4.46613
H  -2.42075  -1.79355  2.68785
H  -3.73558  -3.19104  -0.88882
H  -0.69199  -4.15175  0.19715
H  1.01521  -3.14822  -0.88436
H  0.22589  -2.16723  -3.78996
H  -1.95157  -2.74614  -3.07517
N  1.20802  2.61906  -1.86567
C  1.78103  3.66170  -1.18516
C  1.70773  4.78195  -1.98257
C  1.06250  4.40290  -3.18392
C  0.76228  3.06286  -3.08349
H  1.12603  1.67080  -1.52258
H  2.19220  3.51727  -0.19506
H  2.07783  5.76614  -1.72619
H  0.84014  5.03912  -4.03084
H  0.27212  2.38862  -3.77306
N  -1.22381  6.54475  -2.79411
C  -1.40771  7.87537  -3.06643
C  -2.76032  8.13223  -3.04011
C  -3.41484  6.91487  -2.73537
C  -2.44198  5.95202  -2.58568
H  -0.32920  6.07403  -2.75252
H  -0.56273  8.52347  -3.25667
H  -3.22530  9.09290  -3.21970
H  -4.48101  6.75765  -2.63520
H  -2.51218  4.89837  -2.35061
N  3.11015  -3.89991  3.93589
C  4.39994  -3.47546  3.74927
C  5.20002  -4.58881  3.62071
C  4.36236  -5.72464  3.72767
C  3.07678  -5.27006  3.91894
H  2.30832  -3.29656  4.06496
H  4.63761  -2.42039  3.72558
H  6.27108  -4.58348  3.46536
H  4.66430  -6.76246  3.67061
H  2.14379  -5.80288  4.04541